w) {"formula": "C24H64O24S8", "method": "ωB97M-V with the def2-TZVPD basis set", "species": ["H", "H", "C", "C", "O", "H", "O", "H", "H", "H", "H", "H", "H", "H", "H", "H", "C", "O", "H", "C", "O", "O", "O", "H", "H", "C", "C", "H", "H", "S", "H", "O", "H", "S", "S", "C", "H", "O", "S", "H", "C", "H", "O", "H", "H", "C", "O", "C", "H", "C", "C", "C", "O", "O", "C", "H", "C", "H", "H", "S", "H", "H", "O", "C", "O", "O", "S", "O", "H", "O", "H", "H", "H", "H", "H", "H", "C", "O", "H", "C", "S", "S", "O", "O", "H", "H", "H", "C", "H", "H", "H", "H", "H", "H", "C", "H", "H", "C", "H", "H", "H", "O", "O", "O", "C", "H", "O", "H", "H", "C", "H", "H", "H", "H", "H", "H", "H", "C", "H", "H"], "coordinates": [[-1.853, -3.290, -4.254], [3.444, -5.697, -3.503], [0.887, -6.449, 1.565], [2.168, 5.055, -4.802], [1.493, 0.848, -4.496], [1.034, 1.573, -2.108], [-1.521, 0.270, -1.629], [-2.103, 0.320, 6.128], [-2.039, 4.529, 1.772], [0.360, 3.593, 6.291], [-0.259, -2.849, 1.901], [2.482, 0.836, -6.977], [-0.557, 5.513, 1.446], [0.809, -2.598, -2.941], [1.345, 5.731, -5.015], [-0.770, -5.276, 2.331], [0.709, -2.531, 1.510], [-0.526, 1.382, 0.326], [3.254, 2.439, -6.773], [3.731, 3.153, -1.015], [2.898, 2.827, -4.288], [-2.160, 7.035, 0.066], [-2.244, -3.685, 0.938], [4.171, 0.900, -6.535], [-0.433, -2.706, -5.094], [0.663, -1.102, 1.052], [-0.088, -3.221, -3.027], [-4.168, -1.155, -0.304], [-6.899, -5.143, 0.152], [3.302, 2.824, 1.518], [1.146, 3.656, -3.543], [2.030, -9.018, 2.186], [0.331, -0.428, 1.837], [2.961, -7.986, 1.881], [2.832, 1.278, -4.693], [1.068, 0.636, -1.568], [3.746, 2.066, -0.976], [3.031, 1.477, 1.116], [-0.448, 0.393, -0.703], [-2.853, 8.200, 1.585], [-5.932, -3.400, 0.993], [5.084, 4.800, -1.115], [0.113, -4.636, -3.260], [3.727, -8.909, -0.154], [-0.379, -6.728, 3.315], [0.027, -5.927, 2.698], [-0.963, 5.571, -1.385], [-0.511, 4.189, 6.558], [-2.612, -1.681, -0.924], [1.888, 3.536, 2.306], [-1.285, 4.810, 1.051], [-6.862, -4.582, 1.088], [2.250, -6.575, 2.027], [-3.652, -1.992, 2.054], [-1.861, 0.352, 5.066], [2.024, 4.609, 2.210], [-3.163, 7.299, 1.052], [-4.074, -2.684, -1.278], [2.781, 5.045, -5.716], [-1.976, 5.543, -0.389], [-1.112, 1.749, 3.625], [-1.170, -0.458, 4.855], [4.173, -7.840, 2.592], [-4.499, 7.603, 0.440], [3.202, 3.715, 0.211], [3.907, 0.698, -3.975], [-3.413, -2.890, 0.970], [-4.593, -3.931, 0.903], [1.676, -0.758, 0.816], [-0.155, -1.024, -0.128], [-1.018, 3.677, 7.371], [3.040, 3.425, -1.813], [-4.944, 6.777, -0.114], [2.624, -4.246, -4.210], [-6.581, -5.271, 1.882], [1.233, -0.207, -2.227], [2.507, -5.264, -3.848], [0.964, -6.671, -2.355], [2.858, 5.468, -4.064], [5.099, 3.731, -1.334], [-1.578, 4.165, 5.157], [1.336, -5.311, -2.533], [-3.250, 4.999, -0.696], [-2.052, 2.688, 5.234], [0.865, -5.770, 0.713], [-4.418, 8.433, -0.268], [3.854, -7.145, -0.159], [-1.199, 1.665, 4.709], [0.976, -3.242, 0.730], [-0.191, 1.696, 5.134], [-7.890, -4.256, 1.266], [1.811, 0.619, -0.771], [1.041, 3.110, 1.780], [2.139, -5.896, -4.652], [1.724, 3.644, -4.470], [0.479, -7.398, 1.216], [1.062, 3.290, -5.262], [-0.959, -2.675, -4.136], [1.406, -2.607, 2.349], [-0.737, 3.937, 0.703], [-6.135, -2.869, 0.061], [4.515, 3.124, 2.192], [1.793, -4.510, -1.456], [-2.706, 4.988, 5.394], [-3.575, -2.030, -0.571], [5.889, 3.290, -0.727], [-0.783, 4.365, 3.981], [-0.217, 5.205, 6.798], [1.915, 3.282, 3.362], [3.219, 1.417, -6.424], [-1.241, -1.641, -3.946], [2.234, -7.991, -0.286], [-2.786, 0.244, 4.503], [0.608, -5.305, 3.383], [5.316, 3.586, -2.392], [-3.219, 6.505, 1.801], [-0.568, -3.121, -2.050], [3.235, -7.982, 0.142], [-5.232, 7.934, 1.180], [-6.073, -2.760, 1.861]], "lowdin_charge": [0.083, 0.075, -0.255, -0.060, -0.278, 0.064, -0.262, 0.084, 0.062, 0.063, 0.056, 0.072, 0.078, 0.115, 0.085, 0.056, -0.052, -0.270, 0.069, -0.247, -0.286, -0.243, -0.272, 0.071, 0.080, -0.243, -0.258, 0.081, 0.081, 0.573, 0.116, -0.270, 0.114, 0.545, 0.561, -0.104, 0.103, -0.292, 0.546, 0.125, -0.262, 0.084, -0.238, 0.077, 0.080, -0.056, -0.273, -0.115, 0.030, -0.109, -0.133, -0.070, -0.251, -0.273, -0.051, 0.082, -0.266, 0.078, 0.077, 0.543, 0.119, 0.081, -0.259, -0.079, -0.254, -0.254, 0.548, -0.249, 0.108, -0.249, 0.080, 0.101, 0.071, 0.072, 0.085, 0.062, -0.116, -0.263, 0.080, -0.050, 0.539, 0.534, -0.258, -0.244, 0.096, 0.085, 0.077, -0.263, 0.070, 0.118, 0.083, 0.046, 0.047, 0.075, -0.264, 0.115, 0.122, -0.053, 0.095, 0.045, 0.117, -0.256, -0.266, -0.249, -0.100, 0.081, -0.288, 0.078, 0.071, -0.095, 0.078, 0.054, 0.085, 0.082, 0.077, 0.116, 0.113, -0.121, 0.083, 0.120], "total_charge": 0, "smiles": "CCOS(C)(=O)=O.CCOS(C)(=O)=O.CCOS(C)(=O)=O.CCOS(C)(=O)=O.CCOS(C)(=O)=O.CCOS(C)(=O)=O.CCOS(C)(=O)=O.CCOS(C)(=O)=O"}

=====

x) {"formula": "C24H64O24S8", "method": "ωB97M-V with the def2-TZVPD basis set", "species": ["H", "H", "H", "H", "H", "O", "H", "H", "H", "S", "O", "H", "H", "H", "H", "H", "H", "O", "H", "H", "H", "O", "O", "H", "C", "O", "H", "H", "C", "C", "H", "H", "H", "H", "C", "O", "H", "O", "H", "C", "H", "H", "O", "H", "H", "C", "C", "O", "O", "H", "H", "C", "C", "S", "S", "O", "C", "S", "H", "H", "S", "O", "C", "H", "C", "H", "H", "H", "O", "H", "H", "C", "C", "H", "H", "H", "H", "H", "H", "O", "S", "O", "H", "C", "O", "O", "H", "H", "S", "O", "O", "C", "H", "C", "C", "O", "H", "C", "S", "C", "H", "H", "O", "C", "C", "H", "H", "C", "H", "C", "H", "H", "H", "H", "H", "H", "O", "H", "H", "O"], "coordinates": [[-26.671, 3.009, 2.133], [-28.941, 2.081, 1.205], [-31.322, -2.220, 1.412], [-26.179, 7.388, -1.942], [-30.142, 2.923, 6.008], [-27.654, 4.018, 5.170], [-23.308, 3.172, 8.100], [-30.563, 1.855, 0.544], [-26.201, 0.219, 3.670], [-22.730, -2.577, -0.242], [-25.199, 2.724, -0.366], [-18.276, 2.485, 2.392], [-23.357, 2.644, -1.733], [-28.949, 2.000, -1.525], [-21.359, 5.142, 0.801], [-21.775, 3.391, 7.108], [-28.521, 0.716, 5.539], [-18.801, 1.659, 4.229], [-23.456, 0.097, 2.532], [-25.100, 3.967, 2.114], [-20.953, 0.326, 2.875], [-23.534, 1.754, 1.146], [-32.074, 0.545, 1.869], [-25.795, 5.430, -0.399], [-16.353, 0.717, 4.174], [-18.305, -0.159, 2.535], [-21.819, -2.369, 3.762], [-16.753, 3.568, 3.981], [-21.473, 1.704, -2.393], [-27.624, 1.070, 5.103], [-19.711, 3.218, 3.276], [-17.972, 3.764, 5.182], [-29.730, 0.388, -1.293], [-21.285, 0.415, 1.163], [-22.821, 2.354, -2.625], [-21.717, 4.177, 2.931], [-22.500, -4.557, 1.830], [-28.777, 4.005, 2.892], [-15.744, -0.169, 4.050], [-22.390, 6.501, 4.014], [-22.084, -3.910, 4.515], [-21.530, 6.859, 3.422], [-18.546, -0.566, 5.033], [-23.599, 5.033, 6.679], [-21.525, 5.619, -0.829], [-30.116, 3.290, 4.971], [-29.066, 1.139, -0.907], [-24.076, 5.831, 1.573], [-22.564, 7.711, 0.840], [-24.883, -1.781, 0.317], [-29.742, -2.032, 2.171], [-21.927, -3.434, 3.550], [-26.880, -0.089, 4.459], [-25.105, 2.011, 0.881], [-30.862, -0.011, 2.285], [-28.069, 1.942, 3.931], [-22.803, 3.140, 7.111], [-19.127, 2.472, -1.227], [-22.277, 7.011, 5.007], [-21.550, 0.693, -2.008], [-23.255, 6.471, 0.542], [-23.219, 4.076, 4.804], [-18.669, 2.826, 3.387], [-20.907, -3.602, 3.184], [-30.834, -1.796, 2.267], [-23.161, 1.798, 3.144], [-22.564, 3.269, -3.166], [-22.464, 4.169, -0.158], [-18.621, 2.777, -2.605], [-27.709, -0.706, 3.985], [-30.622, 2.588, 4.224], [-22.793, -3.587, 2.287], [-24.560, -2.663, -0.224], [-17.571, 0.845, -0.779], [-24.650, 3.768, 6.163], [-18.898, 0.114, -1.716], [-25.259, 2.524, 3.117], [-28.121, 0.746, -0.729], [-25.129, 6.588, -3.170], [-18.829, 3.321, -0.114], [-28.517, 3.428, 4.182], [-29.751, 0.056, 1.141], [-24.737, -3.569, 0.336], [-18.665, 0.741, -0.833], [-20.732, 2.473, -1.286], [-24.208, 6.746, -0.677], [-31.225, -2.127, 3.186], [-21.042, 1.863, 2.046], [-18.069, 0.272, 3.925], [-20.854, 4.587, 5.181], [-22.183, -3.806, -0.725], [-25.143, 5.738, -1.196], [-16.280, 1.078, 5.175], [-17.800, 3.870, 4.128], [-23.635, 4.033, 6.235], [-30.318, 0.294, 3.615], [-24.532, 4.943, -1.532], [-25.579, 2.996, 2.237], [-21.928, 4.740, 4.234], [-22.096, 5.204, -0.002], [-23.882, -3.599, 2.507], [-22.977, 2.141, 6.657], [-22.504, -2.445, 1.352], [-21.453, 0.879, 2.101], [-22.930, 1.092, 2.399], [-19.072, 0.455, 0.144], [-30.635, 4.250, 4.904], [-25.836, 6.453, -2.356], [-24.957, -2.714, -1.231], [-29.558, 1.455, 0.533], [-26.748, 6.020, -2.729], [-23.526, 1.862, -3.314], [-17.844, 4.937, 3.957], [-20.868, 1.826, -3.293], [-23.337, 6.529, 3.594], [-16.098, 1.499, 3.445], [-22.382, -1.312, -0.851], [-26.410, -0.748, 5.149], [-27.008, 1.711, 5.740], [-25.720, 0.740, 0.955]], "lowdin_charge": [0.053, 0.101, 0.065, 0.077, 0.080, -0.297, 0.100, 0.095, 0.059, 0.604, -0.280, 0.117, 0.028, 0.077, 0.053, 0.054, 0.096, -0.283, 0.127, 0.061, 0.071, -0.279, -0.246, 0.109, -0.108, -0.312, 0.066, 0.059, -0.168, -0.164, 0.085, 0.070, 0.079, 0.058, -0.063, -0.286, 0.121, -0.278, 0.072, -0.079, 0.082, 0.080, -0.304, 0.123, 0.079, -0.121, -0.027, -0.329, -0.274, 0.051, 0.087, -0.063, -0.045, 0.554, 0.584, -0.311, -0.063, 0.615, 0.088, 0.086, 0.620, -0.265, -0.233, 0.084, -0.112, 0.071, 0.081, 0.068, -0.333, 0.096, 0.069, -0.214, -0.088, 0.071, 0.097, 0.080, 0.045, 0.039, 0.083, -0.293, 0.539, -0.292, 0.049, -0.095, -0.301, -0.265, 0.049, 0.053, 0.628, -0.277, -0.278, -0.209, 0.065, -0.054, -0.204, -0.311, 0.081, -0.099, 0.578, -0.103, 0.116, 0.094, -0.292, -0.040, -0.137, 0.044, 0.071, -0.044, 0.073, -0.143, 0.073, 0.097, 0.078, 0.110, 0.015, 0.071, -0.290, 0.068, 0.111, -0.282], "total_charge": 0, "smiles": "CCOS(C)(=O)=O.CCOS(C)(=O)=O.CCOS(C)(=O)=O.CCOS(C)(=O)=O.CCOS(C)(=O)=O.CCOS(C)(=O)=O.CCOS(C)(=O)=O.CCOS(C)(=O)=O"}

=====

Most stable structure, least stable structure: w), x).

=====

w) {"formula": "C25H29N3O2", "method": "ωB97M-V with the def2-TZVPD basis set", "species": ["H", "C", "C", "H", "C", "C", "N", "H", "H", "C", "H", "O", "C", "H", "C", "H", "H", "C", "H", "C", "H", "H", "C", "C", "C", "N", "O", "C", "C", "H", "C", "C", "H", "C", "C", "H", "H", "H", "H", "C", "C", "C", "C", "C", "H", "H", "H", "H", "H", "H", "N", "C", "H", "H", "H", "H", "C", "H", "H"], "coordinates": [[2.121, 0.349, 3.335], [1.000, -2.750, -1.857], [1.673, -6.398, -3.997], [3.343, -6.235, -6.929], [-3.854, 2.387, 1.156], [0.458, -0.390, -1.495], [0.295, -0.066, 2.299], [-1.159, 7.352, 3.561], [-0.484, 1.859, -0.254], [0.901, -0.219, 0.994], [0.981, 0.535, -1.751], [-0.087, -3.084, -2.250], [-1.636, 1.088, 1.403], [-2.273, 7.484, 2.186], [-2.527, 2.293, 1.515], [-4.537, 5.646, 1.939], [-1.876, 0.890, -0.733], [-1.060, 0.963, -0.012], [1.031, 2.473, 3.249], [-0.495, 1.147, 2.445], [4.340, -4.285, -5.791], [0.745, -5.197, -1.811], [3.197, -4.549, -4.005], [-2.629, 4.654, 2.200], [-2.029, 6.906, 3.083], [-1.744, 5.541, 2.749], [2.030, -3.602, -1.611], [2.234, -5.304, -3.351], [3.592, -4.881, -5.289], [-0.330, -0.569, -2.230], [2.074, -6.733, -5.277], [-0.533, 4.906, 2.920], [-0.965, 1.093, 3.437], [3.034, -5.975, -5.927], [-3.968, 4.735, 1.828], [2.399, -5.542, -1.224], [1.633, -7.586, -5.772], [3.632, -3.697, -3.504], [0.295, 5.442, 3.345], [1.234, -0.302, 3.371], [-0.611, 3.616, 2.489], [1.808, -4.966, -1.945], [-1.939, 3.441, 2.028], [-4.550, 3.593, 1.312], [1.453, -1.164, 1.009], [-2.212, 0.179, 1.609], [1.571, -1.338, 3.317], [-2.877, 6.963, 3.771], [1.625, 0.586, 0.764], [-0.784, -1.162, 0.080], [1.399, -1.480, -1.611], [-0.170, -0.274, -0.097], [-4.374, 1.529, 0.755], [0.919, -6.986, -3.494], [2.304, -1.372, -1.180], [0.910, 2.521, 1.489], [0.328, 2.463, 2.413], [0.731, -0.153, 4.325], [-5.590, 3.627, 1.019]], "nbo_charge": [0.162, 0.887, -0.237, 0.212, -0.274, -0.211, -0.449, 0.213, 0.198, -0.220, 0.195, -0.645, -0.270, 0.201, 0.105, 0.213, 0.218, -0.383, 0.218, -0.005, 0.212, 0.216, -0.243, 0.146, -0.396, -0.344, -0.528, 0.040, -0.201, 0.230, -0.201, -0.032, 0.204, -0.218, -0.264, 0.198, 0.212, 0.219, 0.204, -0.402, -0.034, -0.110, -0.140, -0.191, 0.202, 0.223, 0.200, 0.204, 0.155, 0.214, -0.628, -0.239, 0.209, 0.210, 0.400, 0.207, -0.468, 0.202, 0.209], "total_charge": 0, "smiles": "CN1C[C@H](CNC(=O)OCc2ccccc2)C[C@@H]2c3cccc4c3c(cn4C)C[C@@H]21"}

=====

x) {"formula": "C25H29N3O2", "method": "ωB97M-V with the def2-TZVPD basis set", "species": ["H", "H", "H", "C", "C", "C", "H", "C", "C", "H", "C", "C", "H", "C", "O", "C", "H", "C", "H", "O", "H", "H", "C", "H", "C", "N", "C", "C", "H", "H", "H", "H", "C", "H", "H", "C", "H", "C", "C", "N", "C", "H", "C", "H", "H", "H", "H", "H", "H", "C", "H", "C", "C", "H", "C", "N", "H", "C", "H"], "coordinates": [[-0.485, 1.749, 2.857], [1.356, -5.918, 1.560], [-0.885, 0.880, -3.427], [1.308, -3.747, 1.671], [-2.123, 1.952, -0.428], [-1.379, -0.394, -1.795], [-0.164, -5.731, -1.762], [1.419, 1.448, 0.077], [-2.873, 3.244, 1.670], [-1.169, 3.270, -3.438], [-1.548, 3.248, -2.426], [0.037, 2.030, 1.955], [-2.638, 0.595, 1.175], [1.452, 2.788, -0.296], [3.190, 0.762, -1.359], [-1.880, -0.459, -0.487], [3.136, -2.631, 0.413], [-1.261, 0.815, -2.416], [-2.708, 2.304, 2.191], [-2.635, 5.227, 3.019], [-2.696, 5.268, 0.006], [2.946, -5.151, 1.445], [0.696, -5.250, -1.302], [-0.598, -4.315, 0.142], [0.010, 3.355, 1.534], [-0.746, 4.308, 2.245], [-1.950, 4.395, -1.804], [-2.467, 3.169, 0.221], [0.752, 0.061, 1.581], [1.186, -5.970, -0.653], [1.659, -2.271, -2.240], [2.929, -3.879, -0.828], [0.731, 1.082, 1.228], [-0.265, 5.142, 2.559], [2.114, -5.242, 2.997], [-2.239, 0.681, 0.176], [0.797, -0.975, -0.262], [2.265, -1.906, -1.405], [0.757, 3.737, 0.424], [1.626, -0.767, -0.797], [-2.405, 4.348, -0.482], [0.299, -3.759, 2.096], [2.455, -3.008, -0.354], [-0.192, -3.302, -1.242], [3.231, -1.575, -1.790], [0.768, 4.773, 0.120], [-3.933, 3.497, 1.755], [2.026, 3.066, -1.167], [1.877, -2.973, 2.199], [2.177, 0.463, -0.753], [-1.906, 5.344, -2.317], [1.973, -5.104, 1.928], [0.218, -4.019, -0.521], [1.387, -4.968, -2.092], [-2.100, 4.345, 2.385], [1.193, -3.316, 0.294], [-1.103, -1.302, -2.310], [-1.636, 2.008, -1.763], [-1.985, -1.422, -0.006]], "nbo_charge": [0.219, 0.201, 0.212, -0.196, -0.086, -0.210, 0.217, -0.158, -0.543, 0.213, -0.210, -0.255, 0.208, -0.149, -0.632, -0.237, 0.205, -0.196, 0.233, -0.604, 0.219, 0.205, -0.635, 0.198, 0.156, -0.642, -0.203, 0.026, 0.209, 0.207, 0.183, 0.178, -0.124, 0.412, 0.215, -0.177, 0.416, -0.234, -0.225, -0.619, -0.215, 0.189, -0.223, 0.180, 0.243, 0.223, 0.256, 0.238, 0.190, 0.666, 0.217, -0.635, -0.211, 0.204, 0.700, -0.477, 0.211, 0.032, 0.215], "total_charge": 0, "smiles": "CCN(CC)CCNC(=O)c1ccc(NC(=O)Cc2cccc3ccccc23)cc1"}

=====

Most stable structure, least stable structure: x), w).